A single C20H26N6O2S2 molecule, computed with ωB97M-V with the def2-TZVPD basis set.

Output
- charge = 0
- structure (SMILES) = CNC(=S)N1CCN(CCN/C=C2/C(=O)NC(=S)N(c3ccc(C)cc3)C2=O)CC1

XYZ file:
```
56
Properties=species:S:1:pos:R:3:lowdin_charge:R:1
C -2.22 -3.15 1.96 -0.1205
N -2.83 -1.84 1.85 -0.0572
C -2.06 -0.74 1.66 -0.7717
S -0.41 -0.87 1.51 0.7901
N -2.69 0.46 1.57 -0.1225
C -4.12 0.62 1.36 -0.1305
C -4.35 1.68 0.26 -0.1670
N -3.34 1.63 -0.77 -0.1594
C -3.37 0.38 -1.52 -0.1701
C -2.51 0.41 -2.79 -0.1372
N -1.17 -0.05 -2.56 0.0321
C -0.91 -1.27 -2.10 -0.0268
C 0.28 -1.65 -1.53 -0.1043
C 0.39 -3.00 -1.00 -0.4693
O -0.47 -3.86 -1.09 0.0537
N 1.57 -3.25 -0.33 0.1215
C 2.55 -2.35 -0.05 -0.7958
S 3.86 -2.80 0.84 0.7064
N 2.41 -1.09 -0.55 0.0316
C 3.39 -0.10 -0.22 -0.2804
C 3.15 0.75 0.85 -0.0032
C 4.09 1.71 1.18 -0.0285
C 5.27 1.83 0.45 -0.2766
C 6.30 2.85 0.82 -0.0533
C 5.49 0.96 -0.62 -0.0332
C 4.56 0.00 -0.96 -0.0174
C 1.32 -0.67 -1.30 -0.3893
O 1.27 0.49 -1.71 0.0700
C -2.05 2.01 -0.20 -0.1306
C -1.94 1.67 1.29 -0.1681
H -3.01 -3.88 2.09 0.0853
H -1.52 -3.20 2.81 0.0755
H -1.67 -3.37 1.05 0.0530
H -3.70 -1.72 2.33 0.1263
H -4.61 0.92 2.29 0.1256
H -4.54 -0.34 1.04 0.1095
H -5.34 1.52 -0.20 0.1207
H -4.34 2.68 0.68 0.1199
H -3.06 -0.49 -0.93 0.1129
H -4.42 0.24 -1.82 0.1248
H -2.98 -0.23 -3.54 0.1233
H -2.47 1.43 -3.18 0.1314
H -0.39 0.60 -2.45 0.1153
H -1.70 -2.02 -2.17 0.1519
H 1.68 -4.17 0.08 0.1426
H 2.24 0.64 1.41 0.0974
H 3.91 2.37 2.01 0.1114
H 6.79 3.25 -0.06 0.0766
H 7.07 2.39 1.45 0.0846
H 5.85 3.67 1.38 0.0742
H 6.40 1.05 -1.19 0.1126
H 4.73 -0.67 -1.79 0.1227
H -1.24 1.51 -0.74 0.0978
H -1.92 3.09 -0.34 0.1240
H -2.35 2.47 1.91 0.1236
H -0.90 1.51 1.57 0.0646
```

A 2-piece molecular cluster, CH3Cl2FSi overall at a distorted geometry, computed with ωB97M-V with the def2-TZVPD basis set.

Output
- charge = 0

XYZ file:
```
8
Properties=species:S:1:pos:R:3:lowdin_charge:R:1
C -1.92 -0.44 0.22 -0.0363
F -2.01 -1.54 -0.60 -0.0926
Si 1.62 0.49 -0.12 -0.2664
Cl 2.63 -1.03 -0.96 0.1985
Cl 2.20 0.87 1.77 0.1960
H -2.03 0.60 -0.29 0.0721
H -2.42 -0.50 1.16 0.0300
H 1.94 1.55 -1.17 -0.1013
```

| no. | calculated total energy (a.u.) |
| --- | --- |
| 1 | -2053.17967 |
| 2 | -1349.58881 |